Entry 1:
Below is C3HNO2 in the gas phase in a non-equilibrium geometry, with properties calculated with the ωB97M-V functional and the def2-TZVPD basis.

Bonds (Å) are listed after each position.
Atoms and positions in Å:
1 O -1.041 -1.532 0.056  C2 1.201
2 C -1.089 -0.333 0.106  O1 1.201, C3 1.529, H7 1.105
3 C 0.139 0.540 -0.155  C2 1.529, O4 1.204, C5 1.473
4 O 0.019 1.690 -0.491  C3 1.204
5 C 1.459 -0.093 0.008  C3 1.473, N6 1.156
6 N 2.518 -0.526 0.176  C5 1.156
7 H -2.006 0.253 0.299  C2 1.105

Results
**Electronic energy**: -8710.323 eV
**Relative energy (zero: lowest compared OMol25 entry of this formula, charge and spin)**: 0.5 kcal per mole
**SMILES**: N#CC(=O)C=O
**HOMO level**: -11.20 eV
**Maximum force**: 1.2 eV Å⁻¹
**E_LUMO**: -1.84 eV

---

Entry 2:
Below is 2 unconnected molecules or ions with the total composition C3HNO2 in a non-equilibrium geometry, with properties calculated with the ωB97M-V functional and the def2-TZVPD basis.

Bonds (Å) are listed after each position.
Atoms and positions in Å:
1 C -0.975 1.796 0.919  N4 1.137, H7 1.109
2 C 0.271 -1.163 -1.188  C3 1.411, O5 1.154
3 C 1.330 -1.540 -0.337  C2 1.411, O6 1.194
4 N -0.614 1.271 1.860  C1 1.137
5 O -0.298 -1.576 -2.104  C2 1.154
6 O 1.794 -1.178 0.702  C3 1.194
7 H -1.507 2.390 0.147  C1 1.109

Results
**Electronic energy**: -8708.215 eV
**Relative energy (zero: lowest compared OMol25 entry of this formula, charge and spin)**: 49.1 kcal per mole
**SMILES**: O=C=C=O.C#N
**HOMO level**: -9.11 eV
**Maximum force**: 5.0 eV Å⁻¹
**E_LUMO**: -1.38 eV

---

Entry 3:
Below is C3HNO2 in the gas phase in a non-equilibrium geometry, with properties calculated with the ωB97M-V functional and the def2-TZVPD basis.

Bonds (Å) are listed after each position.
Atoms and positions in Å:
1 O -0.199 -1.022 -1.451  C2 1.295, H7 0.973
2 C 0.594 -0.464 -0.593  O1 1.295, C3 1.487
3 C -0.106 -0.110 0.670  C2 1.487, O4 1.211, C5 1.481
4 O -0.420 -0.938 1.495  C3 1.211
5 C -0.107 1.343 0.956  C3 1.481, N6 1.157
6 N -0.101 2.485 1.139  C5 1.157
7 H 0.340 -1.295 -2.215  O1 0.973

Results
**Electronic energy**: -8708.312 eV
**Relative energy (zero: lowest compared OMol25 entry of this formula, charge and spin)**: 46.9 kcal per mole
**HOMO level**: -10.03 eV
**Maximum force**: 1.1 eV Å⁻¹
**E_LUMO**: -1.07 eV

---

Entry 4:
Below is C3HNO2 in the gas phase in a non-equilibrium geometry, with properties calculated with the ωB97M-V functional and the def2-TZVPD basis.

Bonds (Å) are listed after each position.
Atoms and positions in Å:
1 C 0.983 0.768 1.402  C2 1.185, H7 1.079
2 C 0.598 0.319 0.375  C1 1.185, C3 1.389
3 C 0.077 -0.586 -0.542  C2 1.389, N4 1.348, O5 1.236
4 N -1.154 -0.132 -0.850  C3 1.348, O6 1.212
5 O 0.656 -1.458 -1.197  C3 1.236
6 O -2.201 -0.385 -1.405  N4 1.212
7 H 1.040 1.474 2.216  C1 1.079

Results
**Electronic energy**: -8705.769 eV
**Relative energy (zero: lowest compared OMol25 entry of this formula, charge and spin)**: 105.5 kcal per mole
**SMILES**: C#CC(=O)N=O
**HOMO level (alpha / beta)**: -9.77 / -10.08 eV
**Maximum force**: 4.4 eV Å⁻¹
**E_LUMO (alpha / beta)**: -1.58 / -2.22 eV

---

Entry 5:
Below is C3HNO2S in the gas phase in a non-equilibrium geometry, with properties calculated with the ωB97M-V functional and the def2-TZVPD basis.

Bonds (Å) are listed after each position.
Atoms and positions in Å:
1 C -1.610 1.051 0.703  N4 1.138, S7 1.694
2 C 0.194 -0.890 0.054  C3 1.630, O5 1.555, S7 1.896, H8 1.148
3 C 1.394 0.022 -0.566  C2 1.630, O5 1.326, O6 1.124
4 N -1.546 2.142 0.384  C1 1.138
5 O 0.480 -0.442 -1.408  C2 1.555, C3 1.326
6 O 2.245 0.742 -0.422  C3 1.124
7 S -1.438 -0.611 0.978  C1 1.694, C2 1.896
8 H 0.282 -2.012 0.278  C2 1.148

Results
**Electronic energy**: -19544.126 eV
**Relative energy (zero: lowest compared OMol25 entry of this formula, charge and spin)**: 53.6 kcal per mole
**SMILES**: N#CS[C@H]1OC1=O
**HOMO level**: -10.19 eV
**Maximum force**: 8.3 eV Å⁻¹
**E_LUMO**: -0.10 eV

---

Entry 6:
Below is C3HNO3 in the gas phase in a non-equilibrium geometry, with properties calculated with the ωB97M-V functional and the def2-TZVPD basis.

Bonds (Å) are listed after each position.
Atoms and positions in Å:
1 C -1.028 0.389 -0.104  C3 1.550, O6 1.214, O7 1.469
2 C 0.575 -1.190 -0.037  H4 1.003, N5 1.346, O7 1.453
3 C 0.407 0.969 -0.011  C1 1.550, N5 1.342, O8 1.203
4 H 0.990 -2.100 0.040  C2 1.003
5 N 1.251 -0.047 -0.249  C2 1.346, C3 1.342
6 O -2.131 0.894 -0.134  C1 1.214
7 O -0.829 -1.011 0.290  C1 1.469, C2 1.453
8 O 0.766 2.096 0.205  C3 1.203

Results
**Electronic energy**: -10757.927 eV
**Relative energy (zero: lowest compared OMol25 entry of this formula, charge and spin)**: 19.4 kcal per mole
**SMILES**: O=C1N=COC1=O
**HOMO level**: -10.90 eV
**Maximum force**: 8.1 eV Å⁻¹
**E_LUMO**: -1.73 eV

---

Entry 7:
Below is a gas-phase ion, C3HNOS3 (charge -2) in a non-equilibrium geometry, with properties calculated with the ωB97M-V functional and the def2-TZVPD basis.

Bonds (Å) are listed after each position.
Atoms and positions in Å:
1 C -1.889 0.610 -0.697  C2 1.575, S6 1.671, S7 1.689
2 C -1.068 -0.348 -1.639  C1 1.575, C3 1.401, N4 1.263
3 C -1.880 -1.386 -2.118  C2 1.401, O5 1.213, S8 1.696
4 N 0.118 -0.066 -1.966  C2 1.263, H9 1.122
5 O -3.002 -1.809 -2.293  C3 1.213
6 S -2.685 1.645 -1.740  C1 1.671
7 S -2.343 0.706 0.927  C1 1.689
8 S -0.823 -2.667 -2.459  C3 1.696
9 H 0.304 -0.941 -2.644  N4 1.122

Results
**Electronic energy**: -39168.171 eV
**Relative energy (zero: lowest compared OMol25 entry of this formula, charge and spin)**: 63.1 kcal per mole
**SMILES**: [H]/N=C(\C([O-])=S)C(=S)[S-]
**HOMO level**: 0.22 eV
**Total charge**: -2
**Maximum force**: 6.7 eV Å⁻¹
**E_LUMO**: 5.71 eV

---

Entry 8:
Below is a gas-phase ion, C3HO3 (charge -1) in a non-equilibrium geometry, with properties calculated with the ωB97M-V functional and the def2-TZVPD basis.

Bonds (Å) are listed after each position.
Atoms and positions in Å:
1 C -1.230 0.390 0.021  C2 1.701, O6 1.190, H7 1.123
2 C 0.201 -0.034 0.836  C1 1.701, C3 1.396, O5 1.513
3 C 1.275 -0.146 -0.050  C2 1.396, O4 1.209, O5 1.312
4 O 2.244 0.284 -0.632  C3 1.209
5 O 0.724 -1.308 0.208  C2 1.513, C3 1.312
6 O -1.851 1.397 0.140  C1 1.190
7 H -1.363 -0.583 -0.523  C1 1.123

Results
**Electronic energy**: -9267.582 eV
**Relative energy (zero: lowest compared OMol25 entry of this formula, charge and spin)**: 66.0 kcal per mole
**SMILES**: O=C1O/C1=C/[O-]
**HOMO level**: -2.99 eV
**Total charge**: -1
**Maximum force**: 5.9 eV Å⁻¹
**E_LUMO**: 4.32 eV